(1)
{"formula": "C12H14N2P", "method": "ωB97M-V/def2-TZVPD", "species": ["C", "C", "C", "C", "C", "C", "C", "C", "C", "C", "C", "C", "N", "N", "P", "H", "H", "H", "H", "H", "H", "H", "H", "H", "H", "H", "H", "H", "H"], "positions_angstrom": [[-3.52, -0.40, -0.06], [-2.79, -0.64, -1.21], [-2.92, 0.15, 1.11], [1.85, 3.72, 0.46], [2.84, 3.63, 1.51], [-1.38, -0.50, -1.23], [-1.53, 0.24, 1.13], [1.26, 2.59, -0.02], [3.28, 2.41, 1.85], [-0.77, 0.02, -0.07], [1.65, 1.29, 0.47], [0.34, -4.17, -2.10], [2.76, 1.29, 1.31], [-0.64, -4.87, -1.50], [1.00, -0.26, 0.07], [-4.59, -0.61, 0.13], [-3.30, -1.06, -2.06], [-3.54, 0.22, 2.01], [1.48, 4.71, 0.24], [3.31, 4.57, 1.81], [-0.87, -0.42, -2.11], [-1.10, 0.60, 2.08], [0.63, 2.72, -0.85], [3.89, 2.21, 2.70], [0.08, -3.28, -2.61], [1.44, -4.37, -2.18], [-1.48, -4.30, -1.28], [3.09, 0.42, 1.61], [-0.48, -5.89, -1.20]], "lowdin_charge": [-0.102, -0.111, -0.077, -0.041, -0.063, -0.159, -0.111, -0.068, -0.099, -0.522, -0.520, 0.191, 0.035, 0.178, 0.872, 0.110, 0.090, 0.105, 0.113, 0.113, 0.051, 0.106, 0.093, 0.128, 0.089, 0.141, 0.156, 0.103, 0.201], "homo_energy_ev": [-9.03, -9.03], "lumo_energy_ev": [-5.802, -5.801], "total_charge": 1, "e_above_lowest_ev": 1.4759}

***

(2)
{"formula": "C32H47N5PtSi2", "method": "ωB97M-V/def2-TZVPD", "species": ["Pt", "C", "C", "C", "C", "C", "N", "C", "C", "C", "C", "C", "C", "C", "N", "C", "C", "C", "N", "C", "C", "N", "C", "C", "C", "N", "H", "H", "H", "H", "H", "H", "H", "H", "H", "H", "H", "H", "H", "H", "H", "H", "H", "H", "C", "Si", "C", "C", "C", "Si", "C", "C", "C", "H", "H", "H", "H", "H", "H", "H", "H", "H", "H", "H", "H", "H", "H", "H", "H", "H", "H", "H", "C", "C", "C", "C", "C", "H", "H", "H", "H", "H", "H", "H", "H", "H", "H"], "positions_angstrom": [[0.57, 0.79, 0.45], [3.68, -4.66, -4.37], [2.76, -3.76, -3.61], [1.60, -3.23, -4.16], [0.79, -2.36, -3.47], [1.03, -1.92, -2.12], [0.24, -1.03, -1.49], [-1.04, -0.92, -2.01], [-1.94, -2.00, -1.84], [-3.23, -2.00, -2.30], [-3.74, -0.88, -2.97], [-5.18, -0.81, -3.41], [-2.89, 0.20, -3.13], [-1.58, 0.20, -2.66], [-0.83, 1.40, -2.89], [-1.13, 2.43, -3.72], [-0.21, 3.42, -3.52], [0.64, 2.90, -2.52], [0.26, 1.69, -2.15], [2.23, -2.49, -1.59], [3.04, -3.34, -2.31], [2.65, -2.26, -0.25], [3.08, -3.20, 0.63], [3.56, -2.55, 1.73], [3.36, -1.18, 1.43], [2.83, -1.03, 0.24], [3.21, -5.01, -5.29], [3.97, -5.54, -3.80], [4.62, -4.16, -4.66], [1.32, -3.49, -5.19], [-0.09, -1.96, -3.97], [-1.54, -2.86, -1.31], [-3.86, -2.86, -2.12], [-5.56, -1.80, -3.67], [-5.30, -0.16, -4.28], [-5.82, -0.42, -2.61], [-3.30, 1.09, -3.58], [-1.97, 2.38, -4.40], [-0.15, 4.37, -4.02], [1.48, 3.34, -2.01], [3.94, -3.69, -1.83], [2.95, -4.25, 0.41], [3.92, -2.99, 2.65], [3.53, -0.30, 2.04], [0.75, -0.20, 3.93], [-0.61, -0.93, 2.84], [-1.88, -1.51, 4.15], [-0.04, -2.57, 2.08], [-1.29, 0.09, 1.49], [-2.63, 1.32, 1.59], [-2.19, 3.09, 2.03], [-4.02, 0.88, 2.83], [-3.55, 1.45, -0.05], [1.34, -1.00, 4.39], [0.34, 0.42, 4.73], [1.40, 0.40, 3.30], [-1.38, -2.20, 4.84], [-2.72, -2.04, 3.70], [-2.29, -0.69, 4.75], [0.66, -3.11, 2.72], [0.44, -2.38, 1.12], [-0.91, -3.21, 1.91], [-1.64, -0.65, 0.76], [-1.90, 3.22, 3.08], [-3.03, 3.75, 1.82], [-1.34, 3.38, 1.41], [-3.68, 0.91, 3.87], [-4.43, -0.11, 2.65], [-4.83, 1.61, 2.72], [-2.97, 2.02, -0.78], [-4.50, 1.98, 0.11], [-3.76, 0.48, -0.49], [2.94, 4.39, 1.23], [2.41, 3.16, 1.99], [3.55, 2.62, 2.87], [1.28, 3.62, 2.91], [2.00, 2.08, 1.00], [3.30, 5.17, 1.92], [2.15, 4.82, 0.61], [3.77, 4.10, 0.58], [3.94, 3.39, 3.55], [4.38, 2.27, 2.24], [3.21, 1.78, 3.47], [1.65, 4.29, 3.69], [0.80, 2.76, 3.38], [0.51, 4.14, 2.34], [2.88, 1.89, 0.36]], "mulliken_spin": [0.922, 0.000, -0.001, 0.001, 0.004, 0.026, 0.037, -0.048, 0.007, -0.001, -0.001, 0.000, -0.010, 0.013, 0.008, 0.003, 0.003, 0.004, 0.020, -0.010, 0.000, -0.006, 0.002, 0.001, -0.022, 0.024, 0.000, 0.000, 0.000, 0.000, -0.001, 0.000, 0.000, 0.000, 0.000, 0.000, 0.000, 0.001, 0.000, -0.015, 0.000, 0.000, 0.000, -0.006, -0.050, -0.039, 0.013, 0.012, 0.142, 0.004, -0.010, 0.016, 0.006, -0.001, 0.000, 0.043, 0.000, 0.002, 0.000, 0.001, -0.009, 0.002, -0.074, 0.000, -0.001, 0.011, 0.000, 0.001, -0.001, 0.000, 0.000, 0.001, 0.095, 0.038, 0.053, 0.064, 0.794, 0.000, 0.000, -0.004, -0.006, 0.006, -0.015, 0.001, -0.010, -0.005, -0.038], "s_squared": 2.010, "homo_energy_ev": [0.48, -0.46], "lumo_energy_ev": [4.614, 4.610], "spin_multiplicity": 3, "total_charge": -2, "e_above_lowest_ev": 0.5372}

***

(3)
{"formula": "H14MgNO10", "method": "ωB97M-V/def2-TZVPD", "species": ["Mg", "N", "O", "O", "O", "O", "H", "H", "O", "H", "H", "O", "H", "H", "O", "H", "H", "O", "H", "H", "O", "H", "H", "O", "H", "H"], "positions_angstrom": [[2.48, 0.19, 0.03], [-0.76, 0.23, -0.26], [0.46, 0.54, -0.16], [-1.37, 0.60, -1.21], [-1.23, -0.62, 0.45], [2.68, 2.07, 0.31], [2.05, 2.72, 0.00], [3.36, 2.59, 0.75], [-2.89, -2.88, 1.02], [-2.86, -3.44, 0.24], [-2.81, -1.99, 0.68], [2.71, 0.61, -2.12], [3.57, 0.40, -2.50], [2.31, 1.20, -2.76], [2.38, -0.30, 1.90], [1.67, -0.83, 2.26], [2.83, 0.03, 2.68], [-3.88, -0.95, -1.53], [-3.05, -0.49, -1.38], [-3.63, -1.88, -1.54], [0.07, -2.28, 2.70], [-0.71, -2.14, 2.18], [-0.26, -2.60, 3.54], [-1.29, 3.31, -1.95], [-0.51, 3.56, -1.45], [-1.32, 2.35, -1.89]], "mulliken_spin": [1.229, 0.022, -0.136, -0.012, -0.017, -0.218, 0.031, 0.049, 0.002, -0.001, 0.000, -0.177, 0.089, 0.032, 0.093, 0.012, -0.012, -0.001, -0.001, 0.000, 0.008, 0.003, -0.001, 0.007, 0.000, 0.000], "s_squared": 0.750, "homo_energy_ev": [-4.86, -10.27], "lumo_energy_ev": [-0.254, -0.676], "spin_multiplicity": 2}